1.
112
Properties=species:S:1:pos:R:3:forces:R:3 method="wB97M-V/def2-TZVPD" homo_lumo_gap_ev=6.563 charge=-1 e_tot_ev=-290087.39145 e_above_lowest_kcal_mol=0.0 e_homo_ev=-5.2 lumo_ev=1.341
Ca 0.5052 2.3821 -0.3418 0.5 -0.1 0.6
S 2.5645 3.7007 4.1173 -1.5 -1.2 -0.6
C 1.5049 2.2577 4.2841 -0.1 -1.1 -0.7
C 1.3761 1.3542 5.3320 0.3 0.9 0.9
C 0.5048 0.2581 5.3114 0.8 0.1 -1.2
C -0.2508 0.0492 4.1688 -0.2 2.1 -1.3
C -0.2314 1.0326 3.1181 0.6 -1.1 0.5
C 0.7833 1.9874 3.0722 0.5 1.7 1.3
N 1.1069 2.8957 2.0352 -0.2 -0.2 1.8
C 1.9379 3.8379 2.4656 -0.2 -1.3 -1.2
C 2.4651 4.7731 1.4891 0.2 0.9 -1.2
C 3.2580 5.8707 1.8403 -0.5 -0.1 -0.1
C 3.7494 6.6916 0.8262 0.4 0.5 1.2
C 3.3722 6.5172 -0.4867 -0.6 0.4 -0.5
C 2.5001 5.4730 -0.8181 1.4 0.7 -0.5
C 2.1106 4.5436 0.1225 -0.8 -1.7 0.2
H 1.9538 1.5824 6.2242 -0.1 -0.3 0.1
H 0.5390 -0.4813 6.0904 -0.1 0.0 0.3
H -0.8969 -0.7895 3.9962 -0.3 -0.3 0.4
H -0.9920 1.0155 2.3473 0.2 -0.4 -0.3
H 3.3438 6.1562 2.8870 0.5 0.0 0.0
H 4.3903 7.5274 1.1080 -0.2 -0.1 -0.1
H 3.6442 7.2968 -1.2178 0.1 -0.6 0.2
H 2.2600 5.3932 -1.8881 -0.1 -0.2 0.6
Se -2.9336 -5.3238 -0.6150 0.1 1.4 -0.3
P -3.3141 -3.1642 -0.6955 -0.5 -1.0 0.5
C -4.1652 -2.7095 -2.2628 -0.2 1.6 0.3
C -4.8565 -1.4470 -2.2916 -0.8 -1.1 -0.2
C -5.6839 -1.1530 -3.3886 1.8 -1.1 -0.5
C -5.5009 -1.8788 -4.5814 0.3 -0.7 0.4
C -4.6958 -3.0474 -4.5806 -1.2 0.5 -1.0
C -4.1171 -3.5225 -3.3987 -0.7 1.1 -0.2
C -4.4911 -2.8511 0.6893 0.2 0.8 -0.7
C -4.0830 -2.4029 1.9558 -0.5 -0.6 -0.7
C -5.0092 -2.2867 2.9852 0.1 0.1 -0.9
C -6.3300 -2.6779 2.7574 0.6 -0.1 -0.4
C -6.7163 -3.1364 1.4894 -0.2 -0.1 0.8
C -5.8257 -3.1099 0.4148 -0.3 -0.5 1.0
C -2.0379 -1.9018 -0.4706 -0.2 1.8 0.0
C -0.7073 -1.8302 -0.8444 1.2 0.9 0.4
N -0.2549 -0.5283 -0.5533 -1.3 -0.9 -0.4
N -1.3012 0.1842 -0.1197 -0.9 -3.5 -0.5
N -2.4242 -0.6546 -0.0550 1.4 0.9 -0.2
P 0.4796 -3.1880 -1.1338 1.6 1.4 0.4
Se 2.4729 -2.3431 -1.4076 -0.8 -0.4 0.2
C 0.2603 -4.3258 -2.5231 0.0 -0.8 0.1
C 1.0679 -5.5037 -2.5294 -0.6 0.1 0.1
C 0.8607 -6.4779 -3.5049 -0.7 2.1 0.4
C 0.0617 -6.1785 -4.5958 -0.2 -0.2 -1.7
C -0.5313 -4.9244 -4.7339 -0.1 -0.1 1.6
C -0.5730 -4.0722 -3.5953 0.1 -0.5 -1.2
C 0.4073 -4.1242 0.4197 0.8 -0.2 1.0
C 0.6828 -3.4163 1.6275 -0.3 -0.2 -1.1
C 0.7982 -4.1276 2.8013 -0.3 -0.2 0.7
C 0.6648 -5.5206 2.8194 -0.1 0.1 0.1
C 0.4627 -6.2284 1.6512 -0.8 0.1 -0.1
C 0.3260 -5.5180 0.4637 0.0 0.3 -0.9
H -4.9216 -0.7584 -1.4367 0.4 -0.6 -0.2
H -6.3742 -0.3546 -3.3310 -0.4 0.9 -0.1
H -5.9948 -1.5865 -5.5246 0.2 -0.2 0.7
H -4.6964 -3.5949 -5.5629 0.4 0.3 1.3
H -3.6942 -4.4987 -3.3514 0.5 -0.5 0.1
H -3.0469 -2.1737 2.0864 0.4 0.2 0.2
H -4.6578 -1.8443 3.8989 -0.2 -0.1 0.5
H -7.0363 -2.6305 3.5696 -0.2 -0.1 0.1
H -7.7032 -3.6077 1.4381 0.2 0.6 -0.5
H -6.1667 -3.3611 -0.5796 0.1 -0.2 0.0
H 1.7625 -5.6913 -1.7106 -0.1 0.2 -0.3
H 1.2833 -7.4272 -3.4720 1.0 -1.4 0.3
H -0.0275 -6.9625 -5.3979 0.0 1.0 0.8
H -1.0245 -4.5896 -5.6282 -0.3 -0.3 -0.2
H -1.2840 -3.2495 -3.6278 0.4 0.2 0.2
H 0.7797 -2.3250 1.6053 0.0 -0.4 0.0
H 0.8914 -3.6307 3.7751 0.2 0.0 -0.5
H 0.6274 -6.0269 3.7743 0.2 -0.1 0.0
H 0.1929 -7.2885 1.6576 0.5 0.3 0.1
H 0.1410 -6.0359 -0.4856 -0.1 0.1 0.8
F -1.8624 6.7463 -1.6307 0.9 -1.6 -0.6
C -1.1725 5.7096 -2.2005 -0.7 2.7 -1.9
F 0.1395 6.1255 -2.2289 -2.3 -1.3 -0.2
F -1.6597 5.5905 -3.5188 1.1 0.3 2.0
S -1.5013 4.0811 -1.4129 -0.2 0.7 1.9
O -0.8330 4.2729 -0.1171 -1.4 0.0 -0.6
O -0.7314 3.1695 -2.2267 -0.3 -0.5 -0.7
N -3.0363 3.6970 -1.4134 0.1 1.6 0.6
S -4.1569 4.5112 -0.4462 -0.2 -1.3 1.1
O -3.7739 5.8264 0.0180 -0.3 -0.7 -1.1
O -5.4862 4.1809 -0.9233 1.5 0.8 -0.2
C -4.1532 3.5937 1.2120 0.2 -0.9 -1.7
F -2.9056 3.5374 1.6764 -0.4 -0.1 0.4
F -4.6548 2.3517 1.0837 0.6 0.3 0.0
F -4.9583 4.2385 2.0226 0.0 0.6 0.7
N 9.8047 2.9080 3.2398 -2.4 -1.0 -2.2
C 8.9917 2.6509 2.4221 5.0 1.5 3.2
C 8.0473 2.4758 1.4336 -2.1 0.3 -0.1
C 8.1994 1.7723 0.2561 -0.4 -0.4 0.2
C 7.0489 1.4163 -0.4157 -0.3 -0.7 -1.5
C 5.7689 1.7814 -0.0015 0.0 0.4 0.5
C 5.6291 2.5457 1.1854 0.8 -0.2 -0.9
C 6.7848 2.9337 1.8632 -0.9 -1.2 -0.4
N 4.6274 1.4380 -0.7928 -0.1 -0.2 -1.0
C 4.5249 1.3926 -2.2273 -1.0 0.1 1.7
C 3.1976 1.3712 -2.5014 -0.2 0.6 1.3
N 2.4506 1.4430 -1.3084 1.4 -1.0 -0.7
C 3.3374 1.3925 -0.3462 0.0 0.5 -0.1
H 9.1531 1.3902 -0.0787 0.1 0.1 0.1
H 7.1482 0.7779 -1.3132 -0.1 0.5 0.5
H 4.6580 2.8434 1.5286 -0.3 0.2 0.1
H 6.7142 3.4370 2.8229 0.0 0.1 -0.3
H 5.3383 1.3876 -2.8975 0.8 0.1 -0.2
H 2.6966 1.3878 -3.4466 0.0 -0.1 -0.2
H 3.0832 1.3252 0.7098 0.2 0.2 -0.2

2.
101
Properties=species:S:1:pos:R:3:forces:R:3 method="wB97M-V/def2-TZVPD" homo_lumo_gap_ev="5.560 / 5.583" e_tot_ev=-180276.63482 e_above_lowest_kcal_mol=64.7 e_homo_ev="-6.9 / -6.9" s2=0.76 multiplicity=2 lumo_ev="-1.369 / -1.367"
Co -1.1580 0.2013 1.8165 -0.4 -0.2 -0.2
O 3.7026 2.9728 5.4743 0.0 0.1 0.2
C 3.2704 3.4251 4.4076 0.3 -0.5 -0.2
O 3.7333 4.2571 3.6068 0.0 0.2 0.0
C 1.9900 2.7229 3.8877 -0.2 0.1 0.1
C 1.4866 1.5901 4.5178 0.1 -0.1 0.0
C 0.4506 0.8876 3.9183 -0.1 -0.1 0.0
N -0.0543 1.3426 2.7652 0.0 0.1 0.1
C 0.3479 2.4739 2.1836 -0.1 0.0 -0.2
C 1.3870 3.1967 2.7203 0.0 0.0 -0.1
C -0.4247 2.7512 0.9456 0.1 0.0 0.1
C -0.3537 3.9465 0.2531 0.0 0.1 0.0
C -1.1120 4.1087 -0.8938 0.0 0.0 0.0
C -1.9285 3.0702 -1.3125 0.0 0.0 0.0
C -1.9540 1.9073 -0.5632 0.0 0.0 -0.1
N -1.2257 1.7387 0.5381 0.1 0.0 0.1
C -0.1691 -0.4213 4.2805 -0.1 0.2 -0.3
C 0.2740 -1.2824 5.2218 0.0 -0.2 0.1
C -0.2155 -2.6502 5.1231 0.1 0.1 0.1
C -1.1887 -3.0097 4.2786 -0.1 0.0 -0.1
C -1.9396 -1.9445 3.5176 0.1 0.0 0.0
N -1.1557 -0.7409 3.3887 0.2 0.1 0.2
H 1.9641 1.2588 5.4306 0.0 0.0 0.0
H 1.7996 4.0863 2.2624 0.0 0.0 0.0
H 0.2985 4.7309 0.6088 0.0 0.0 0.0
H -1.0571 5.0303 -1.4571 0.0 0.0 0.0
H -2.5361 3.1517 -2.2023 0.0 0.0 0.0
H -2.5710 1.0670 -0.8605 0.0 0.0 0.0
H 1.0588 -1.0116 5.9119 0.0 0.0 0.0
H 0.2734 -3.4156 5.7147 0.0 0.0 0.0
H -1.5060 -4.0374 4.1633 0.0 0.0 0.0
H -2.8916 -1.7357 4.0480 0.0 0.0 0.0
N -10.2041 -3.6070 -4.4320 0.0 0.0 0.0
C -9.1975 -3.3700 -3.9336 0.1 0.0 0.1
C -7.9338 -3.0688 -3.3067 -0.1 0.0 -0.1
C -6.7796 -3.7258 -3.7167 0.1 0.0 0.0
C -5.5672 -3.4363 -3.1155 0.0 -0.1 0.0
C -5.5150 -2.4830 -2.1127 0.2 0.0 0.1
C -6.6597 -1.8209 -1.6974 -0.1 0.1 0.0
C -7.8720 -2.1187 -2.2923 0.0 0.0 0.0
N -4.2593 -2.1894 -1.4897 -0.1 -0.1 -0.1
C -2.9999 -2.4047 -2.0314 0.0 0.1 0.1
C -2.0976 -2.0442 -1.0922 0.0 0.1 0.0
N -2.8131 -1.5935 -0.0054 0.2 0.0 0.0
C -4.1023 -1.7243 -0.2462 -0.1 0.0 0.0
H -6.8328 -4.4724 -4.4965 0.0 0.0 0.0
H -4.6824 -3.9801 -3.4131 0.0 0.0 0.0
H -6.6183 -1.0611 -0.9296 0.0 0.0 0.0
H -8.7710 -1.6080 -1.9774 0.0 0.0 0.0
H -2.8520 -2.7639 -3.0316 0.0 0.0 0.0
H -1.0227 -2.0466 -1.1050 0.0 0.0 0.0
H -4.8754 -1.5132 0.4690 0.0 0.0 0.0
N 0.9235 -5.9423 1.7582 0.0 0.0 0.0
C 1.2077 -4.8318 1.8277 0.1 0.2 0.0
C 1.5752 -3.4420 1.9042 0.0 -0.1 0.0
C 2.6723 -3.0208 2.6498 0.0 0.0 0.0
C 2.9627 -1.6724 2.6766 0.0 0.0 0.0
C 2.1362 -0.8018 1.9822 0.1 0.1 -0.1
N 1.0733 -1.1905 1.2794 -0.2 -0.2 0.0
C 0.8160 -2.4944 1.2320 0.1 0.0 0.0
H 3.2727 -3.7401 3.1902 0.0 0.0 0.0
H 3.8039 -1.2854 3.2341 0.0 0.0 0.0
H 2.3448 0.2621 1.9840 0.0 0.0 0.1
H -0.0347 -2.8214 0.6463 -0.1 0.0 0.1
S -3.1749 -3.7862 1.8097 0.0 0.0 0.0
C -2.4486 -2.3281 2.1306 0.0 0.0 -0.1
N -2.2907 -1.3032 1.2500 -0.1 -0.1 0.2
C 2.4322 5.7494 -2.2949 0.0 0.0 0.0
C 1.8430 4.8369 -3.1580 0.0 0.0 0.0
C 1.7503 3.4956 -2.8063 0.0 0.0 0.0
C 2.2447 3.0450 -1.5853 0.1 0.0 0.1
C 2.8127 3.9765 -0.7147 0.0 0.0 0.0
C 2.9179 5.3143 -1.0693 0.0 0.0 0.0
As 1.9260 1.1993 -0.9671 0.1 0.3 -0.1
C 1.6438 0.4063 -2.7286 -0.1 0.0 0.0
C 2.6028 0.3844 -3.7397 0.0 0.0 0.0
C 2.2861 -0.1072 -4.9967 0.0 0.0 0.0
C 1.0039 -0.5738 -5.2655 0.0 0.0 0.0
C 0.0384 -0.5431 -4.2719 0.0 0.0 0.0
C 0.3621 -0.0546 -3.0106 0.0 0.0 0.0
C 3.7352 0.5753 -0.5523 0.0 -0.1 0.0
C 4.4503 1.1958 0.4732 0.0 0.0 0.0
C 5.6591 0.6770 0.9126 0.0 0.0 0.0
C 6.1597 -0.4905 0.3525 0.0 0.0 0.0
C 5.4401 -1.1358 -0.6417 0.0 0.0 0.0
C 4.2341 -0.6095 -1.0885 0.0 0.0 0.0
H 2.5148 6.7914 -2.5752 0.0 0.0 0.0
H 1.4551 5.1664 -4.1142 0.0 0.0 0.0
H 1.2840 2.8045 -3.4979 0.0 0.0 0.0
H 3.1602 3.6811 0.2668 0.0 0.0 0.0
H 3.3726 6.0136 -0.3793 0.0 0.0 0.0
H 3.5992 0.7626 -3.5454 0.0 0.0 0.0
H 3.0383 -0.1171 -5.7751 0.0 0.0 0.0
H 0.7603 -0.9516 -6.2499 0.0 0.0 0.0
H -0.9667 -0.8906 -4.4800 0.0 0.0 0.0
H -0.3965 -0.0043 -2.2359 0.0 0.0 0.0
H 4.0656 2.0794 0.9668 0.0 0.0 0.0
H 6.1975 1.1812 1.7047 0.0 0.0 0.0
H 7.0997 -0.9003 0.6981 0.0 0.0 0.0
H 5.8134 -2.0567 -1.0718 0.0 0.0 0.0
H 3.6812 -1.1392 -1.8536 0.0 0.0 0.0